1.
{
  "formula": "C62H84O26",
  "method": "the ωB97M-V functional and the def2-TZVPD basis",
  "symbols": ["C", "C", "C", "C", "C", "C", "C", "O", "C", "C", "C", "C", "C", "C", "C", "O", "H", "H", "H", "H", "H", "H", "H", "H", "C", "C", "C", "C", "C", "C", "C", "O", "C", "C", "C", "C", "C", "C", "C", "O", "H", "H", "H", "H", "H", "H", "H", "H", "C", "C", "C", "C", "C", "C", "C", "O", "C", "C", "C", "C", "C", "C", "C", "O", "H", "H", "H", "H", "H", "H", "H", "H", "C", "C", "O", "O", "H", "H", "H", "H", "H", "H", "C", "C", "O", "O", "H", "H", "H", "H", "H", "H", "C", "C", "O", "O", "H", "H", "H", "H", "H", "H", "C", "C", "O", "O", "H", "H", "H", "H", "H", "H", "C", "C", "O", "O", "H", "H", "H", "H", "H", "H", "C", "C", "O", "O", "H", "H", "H", "H", "H", "H", "C", "C", "O", "O", "H", "H", "H", "H", "H", "H", "C", "C", "O", "O", "H", "H", "H", "H", "H", "H", "C", "C", "O", "O", "H", "H", "H", "H", "H", "H", "C", "C", "O", "O", "H", "H", "H", "H", "H", "H"],
  "xyz": [[4.1011, -5.9680, -0.0169], [4.2166, -7.1068, 0.7299], [5.4111, -7.7093, 1.0467], [6.5889, -7.1138, 0.5474], [6.4717, -5.9827, -0.2254], [5.2363, -5.3905, -0.5650], [7.6326, -5.2863, -0.6764], [7.5058, -4.2637, -1.3480], [8.9751, -5.9089, -0.5451], [10.0804, -5.3303, -1.1270], [11.3289, -5.8763, -0.9884], [11.4657, -7.0597, -0.2908], [10.3770, -7.6509, 0.2791], [9.1142, -7.0893, 0.1182], [7.9314, -7.7035, 0.7144], [7.9835, -8.7831, 1.2865], [3.1172, -5.5545, -0.0602], [3.3162, -7.4860, 1.1747], [5.4529, -8.6187, 1.6368], [5.2936, -4.5141, -1.1776], [9.9793, -4.3777, -1.6167], [12.2265, -5.5226, -1.4588], [12.3937, -7.5421, -0.2575], [10.4086, -8.5652, 0.8992], [-4.6827, -0.7595, 4.6336], [-5.6778, -1.5409, 4.2020], [-6.8302, -0.9864, 3.6483], [-6.9344, 0.4224, 3.5468], [-5.8823, 1.2277, 3.8690], [-4.7026, 0.6345, 4.3663], [-5.9342, 2.7312, 3.6661], [-5.0131, 3.4095, 4.1010], [-7.1171, 3.3203, 3.0685], [-7.2249, 4.7646, 2.8711], [-8.5161, 5.2642, 2.7020], [-9.6554, 4.4075, 2.5433], [-9.5293, 3.0536, 2.6858], [-8.2923, 2.5090, 3.0016], [-8.2128, 1.0014, 3.1840], [-9.2024, 0.3520, 3.0095], [-3.7449, -1.2237, 4.9638], [-5.4430, -2.5587, 4.3730], [-7.6258, -1.5756, 3.2313], [-3.8308, 1.2598, 4.5278], [-6.3798, 5.4142, 2.9821], [-8.5682, 6.3568, 2.6570], [-10.6637, 4.7700, 2.4017], [-10.3890, 2.4189, 2.6149], [3.2654, -0.2968, -2.2094], [2.6447, -1.3938, -2.7571], [1.3478, -1.6750, -2.4429], [0.6036, -0.8060, -1.6001], [1.1824, 0.4043, -1.2012], [2.5182, 0.6154, -1.5109], [0.3619, 1.4430, -0.4847], [0.7193, 2.5985, -0.4443], [-0.9054, 1.0524, 0.2224], [-1.6284, 2.0005, 0.9768], [-2.8846, 1.6534, 1.3900], [-3.3914, 0.4042, 1.1383], [-2.6669, -0.5543, 0.4492], [-1.4219, -0.2206, -0.0974], [-0.6657, -1.1848, -0.9489], [-1.1497, -2.2839, -1.0161], [4.2999, -0.1823, -2.4348], [3.1946, -2.0173, -3.4120], [0.9280, -2.5931, -2.8314], [2.9998, 1.5349, -1.1973], [-1.1947, 2.9475, 1.2307], [-3.4658, 2.3671, 1.9432], [-4.3495, 0.1892, 1.5460], [-3.1203, -1.4917, 0.2409], [1.8959, 5.1229, 1.4784], [2.2834, 3.8474, 2.1809], [3.4354, 3.9216, 3.0216], [2.9598, 5.7016, 0.6650], [1.7040, 5.8866, 2.2384], [0.9224, 5.0433, 0.9322], [2.5983, 3.1114, 1.3940], [1.4460, 3.4601, 2.7157], [4.0931, 4.3789, 2.5060], [2.6303, 6.2129, -0.0724], [-1.3500, 1.7455, -3.7112], [-0.1208, 2.4681, -4.0661], [-0.4200, 3.7445, -4.6622], [-2.2526, 1.8069, -4.8269], [-1.8697, 2.1575, -2.8553], [-1.1619, 0.7373, -3.3625], [0.4363, 1.7569, -4.7016], [0.3498, 2.6679, -3.1110], [-1.2699, 3.5588, -5.1045], [-2.9377, 1.0881, -4.6218], [1.9490, 5.2210, -2.2605], [3.3558, 4.6682, -2.4271], [3.6937, 3.8660, -1.3510], [1.8915, 6.5431, -1.5875], [1.2708, 4.5457, -1.7340], [1.5476, 5.3891, -3.2578], [4.0218, 5.5332, -2.5578], [3.3720, 4.0754, -3.3623], [3.5633, 4.3931, -0.5443], [1.9797, 7.3376, -2.1309], [-2.2661, -4.4105, 1.4565], [-3.7199, -4.5497, 1.0536], [-4.5524, -4.5212, 2.2000], [-1.3428, -4.6580, 0.4301], [-2.1540, -5.1996, 2.2002], [-2.0752, -3.4716, 2.0101], [-3.7189, -5.4952, 0.5272], [-4.0856, -3.7868, 0.3482], [-5.1959, -3.8083, 2.0715], [-1.6327, -4.0421, -0.2513], [2.2962, -3.1408, 1.5431], [2.1910, -4.5126, 2.0560], [1.5230, -5.3602, 1.1949], [1.0376, -2.4821, 1.6821], [2.6130, -3.1361, 0.5255], [3.0471, -2.5993, 2.1106], [1.7566, -4.5252, 3.0493], [3.1907, -4.9173, 2.2384], [0.5514, -5.2070, 1.1357], [0.3567, -3.0698, 1.3368], [-5.8216, 2.7434, -1.0725], [-6.4100, 3.9844, -1.5749], [-5.5724, 5.0395, -1.1239], [-4.6541, 2.3519, -1.7287], [-6.5460, 1.8984, -1.0738], [-5.5352, 2.8959, -0.0242], [-7.4319, 4.0733, -1.2214], [-6.4791, 3.9851, -2.6533], [-5.3128, 5.6018, -1.8277], [-3.9924, 2.9739, -1.4135], [1.2002, 0.1013, 3.9569], [-0.2717, 0.2170, 3.6869], [-1.0310, -0.3891, 4.7033], [1.5821, 0.6311, 5.2307], [1.7581, 0.5293, 3.1180], [1.4143, -0.9433, 4.1316], [-0.4865, -0.3266, 2.7729], [-0.5264, 1.2865, 3.5749], [-0.4597, -0.3415, 5.5013], [1.4803, 1.6022, 5.2183], [7.8040, -0.2692, -3.6987], [8.5894, -1.5012, -3.6753], [8.4146, -2.3103, -4.8264], [6.4085, -0.6016, -3.7256], [8.0650, 0.3773, -4.5078], [7.9260, 0.2145, -2.7026], [8.3228, -2.0046, -2.7327], [9.6885, -1.3583, -3.6471], [7.7496, -2.9746, -4.5806], [6.2723, -1.3107, -4.3677], [-1.9338, 6.4040, -1.2764], [-2.0964, 4.9052, -1.4121], [-3.0966, 4.5219, -0.3878], [-3.1981, 7.0030, -1.5059], [-1.2009, 6.6793, -2.0626], [-1.5270, 6.7188, -0.2893], [-1.1224, 4.4061, -1.1605], [-2.4594, 4.6372, -2.3776], [-3.9186, 4.9544, -0.6248], [-3.6119, 7.3324, -0.7003], [-4.8835, -1.8626, -2.9322], [-3.9830, -0.6416, -2.6962], [-4.3877, 0.3898, -3.5216], [-4.7222, -2.8301, -1.9277], [-4.7777, -2.0811, -3.9633], [-5.8775, -1.4793, -2.7918], [-2.8986, -0.9084, -2.8534], [-3.9752, -0.3824, -1.6195], [-4.3447, 1.1818, -2.9723], [-3.7439, -3.0011, -1.8621]],
  "lowdin_charge": [-0.0596, -0.0681, 0.0275, -0.0741, -0.1081, 0.0459, -0.2717, 0.0750, -0.0873, 0.0000, -0.0480, -0.0621, 0.0088, -0.1003, -0.2715, 0.1028, 0.0817, 0.1110, 0.1230, 0.1101, 0.1157, 0.1091, 0.0948, 0.1350, -0.0569, -0.0819, 0.0361, -0.1146, -0.0915, 0.0202, -0.2977, 0.0937, -0.0644, 0.0217, -0.0516, -0.0477, -0.0276, -0.0560, -0.3047, 0.1240, 0.1163, 0.0997, 0.1153, 0.1164, 0.1090, 0.1055, 0.1051, 0.1166, -0.0299, -0.0614, 0.0123, -0.0789, -0.0706, 0.0153, -0.2604, 0.0771, -0.0604, -0.0023, -0.0585, -0.0370, -0.0040, -0.0713, -0.2913, 0.0787, 0.0916, 0.1024, 0.1222, 0.1083, 0.1165, 0.1061, 0.0994, 0.0943, -0.1994, -0.2460, -0.0516, -0.0893, 0.1181, 0.1214, 0.1205, 0.1032, 0.0724, 0.0228, -0.2675, -0.2314, -0.0620, -0.0814, 0.1033, 0.1067, 0.1362, 0.0955, 0.0774, 0.0950, -0.1674, -0.2513, -0.0739, -0.1118, 0.0926, 0.1115, 0.1251, 0.1305, 0.0525, 0.1041, -0.2600, -0.2453, -0.0513, -0.0660, 0.1279, 0.1265, 0.1228, 0.1050, 0.0819, 0.0547, -0.2229, -0.2893, -0.0716, -0.0577, 0.1083, 0.1285, 0.1305, 0.1190, 0.0852, 0.0529, -0.2421, -0.2060, -0.0545, -0.0613, 0.1475, 0.1242, 0.1235, 0.1331, 0.0742, 0.0634, -0.2404, -0.2685, -0.0656, -0.0677, 0.1235, 0.1164, 0.1028, 0.1152, 0.0957, 0.0985, -0.2403, -0.2822, -0.0571, -0.0788, 0.1116, 0.1398, 0.1153, 0.1319, 0.0906, 0.0756, -0.2363, -0.1703, -0.1088, -0.0627, 0.1220, 0.1356, 0.1178, 0.1070, 0.0092, 0.0987, -0.2363, -0.2675, -0.0659, -0.0667, 0.1115, 0.1195, 0.1231, 0.1071, 0.0429, 0.0938],
  "total_energy_ev": -118886.877,
  "gap_ha": 0.3074,
  "homo_energy_ha": -0.355,
  "fmax_ev_per_a": 4.16,
  "charge": 0
}



2.
{
  "formula": "C62H87N10O12",
  "method": "the ωB97M-V functional and the def2-TZVPD basis",
  "symbols": ["C", "C", "C", "C", "C", "C", "C", "C", "C", "C", "C", "C", "C", "C", "N", "C", "N", "N", "C", "C", "N", "C", "C", "C", "C", "C", "C", "C", "C", "C", "H", "H", "H", "H", "H", "H", "H", "H", "H", "H", "H", "H", "H", "H", "H", "H", "H", "H", "H", "H", "H", "H", "H", "H", "H", "H", "H", "H", "H", "H", "H", "H", "H", "H", "H", "H", "H", "H", "H", "H", "H", "H", "H", "H", "H", "H", "H", "H", "H", "H", "H", "H", "H", "H", "H", "H", "H", "C", "C", "C", "C", "C", "C", "N", "O", "O", "H", "H", "H", "H", "H", "C", "C", "C", "C", "C", "C", "N", "O", "O", "H", "H", "H", "H", "H", "C", "C", "C", "C", "C", "C", "N", "O", "O", "H", "H", "H", "H", "H", "C", "C", "C", "C", "C", "C", "N", "O", "O", "H", "H", "H", "H", "H", "C", "C", "C", "C", "C", "C", "N", "O", "O", "H", "H", "H", "H", "H", "C", "C", "C", "C", "C", "C", "N", "O", "O", "H", "H", "H", "H", "H"],
  "xyz": [[-7.6082, 1.2197, -2.2539], [-6.9499, 2.1360, -1.2017], [-5.7968, 1.3607, -0.5189], [-5.8623, 1.5713, 1.0012], [-4.6076, 1.0519, 1.7079], [-4.6568, 1.4407, 3.1937], [-3.3808, 1.1220, 4.0194], [-2.1654, 0.6672, 3.2091], [-2.1887, -0.8244, 2.7973], [-1.1141, -1.6620, 3.5015], [-0.8165, -2.9388, 2.6910], [0.4554, -2.7521, 1.8758], [0.7565, -3.8749, 0.8731], [-0.0813, -3.8705, -0.4185], [-0.9963, -2.7181, -0.5694], [-1.7163, -2.7160, -1.6651], [-2.5661, -3.8206, -1.8960], [-3.9543, -3.5306, -1.6800], [-4.4146, -4.0532, -0.3651], [-4.5119, -2.9085, 0.6309], [-1.6707, -1.7808, -2.5744], [-0.7854, -0.6157, -2.4727], [-0.4248, -0.0605, -3.8799], [-1.0356, 1.3256, -4.1258], [-1.3661, 1.5272, -5.6334], [-0.9075, 2.9030, -6.1239], [-0.7717, 2.9984, -7.6342], [-2.1010, 3.0978, -8.4131], [-3.1571, 3.9945, -7.7643], [-2.7123, 5.4474, -7.6358], [-8.1700, 0.4554, -1.7258], [-8.2284, 1.7937, -2.9378], [-6.8118, 0.7681, -2.8415], [-7.6704, 2.3855, -0.4300], [-6.5924, 3.0529, -1.6626], [-4.8280, 1.7122, -0.8710], [-5.8866, 0.2931, -0.7234], [-5.8762, 2.6531, 1.1518], [-6.7831, 1.1864, 1.4381], [-4.5463, -0.0317, 1.6624], [-3.7748, 1.5157, 1.1857], [-4.9644, 2.4804, 3.2728], [-5.4754, 0.8672, 3.6308], [-3.5759, 0.4244, 4.8309], [-3.0765, 2.0462, 4.5130], [-2.0071, 1.3141, 2.3522], [-1.2894, 0.8220, 3.8412], [-1.9249, -0.8635, 1.7352], [-3.1819, -1.2350, 2.9521], [-0.2181, -1.0482, 3.5854], [-1.4501, -1.9106, 4.5070], [-0.6245, -3.7267, 3.4226], [-1.6766, -3.2660, 2.1072], [0.4034, -1.7579, 1.4177], [1.2920, -2.6916, 2.5647], [1.8081, -3.8950, 0.6145], [0.5823, -4.8130, 1.3967], [-0.7132, -4.7524, -0.4134], [0.5568, -3.9959, -1.2926], [-0.5912, -1.8177, -0.3408], [-2.4381, -4.1366, -2.8520], [-4.0987, -2.5255, -1.7130], [-3.6885, -4.7806, -0.0311], [-5.3772, -4.5254, -0.5356], [-4.9465, -2.0159, 0.1884], [-3.5122, -2.6384, 0.9678], [-5.0722, -3.1842, 1.5205], [-2.2667, -1.8403, -3.3900], [0.1433, -0.8587, -1.9600], [-1.2527, 0.1596, -1.8688], [-0.8293, -0.7673, -4.6058], [0.6564, -0.0605, -3.9584], [-1.9541, 1.4717, -3.5627], [-0.2964, 2.0790, -3.8655], [-2.4367, 1.4174, -5.7948], [-0.8501, 0.7554, -6.2067], [-1.5526, 3.6698, -5.7027], [0.0816, 3.0893, -5.6989], [-0.2544, 2.1123, -8.0038], [-0.1495, 3.8393, -7.9324], [-2.5264, 2.1199, -8.6324], [-1.8727, 3.5421, -9.3835], [-3.3920, 3.6128, -6.7710], [-4.0572, 3.9570, -8.3727], [-1.8526, 5.5745, -6.9840], [-2.5485, 5.9278, -8.5958], [-3.5279, 5.9997, -7.1669], [-6.3224, -0.8662, 9.2071], [-5.6185, 0.2374, 9.6691], [-5.5466, 1.3875, 8.9000], [-6.1869, 1.4167, 7.6743], [-6.8881, 0.3235, 7.1969], [-6.9538, -0.8239, 7.9709], [-6.1285, 2.6423, 6.8633], [-5.4847, 3.5797, 7.2992], [-6.7256, 2.6462, 5.8006], [-6.3799, -1.7614, 9.8126], [-5.1259, 0.2019, 10.6314], [-4.9980, 2.2457, 9.2604], [-7.3813, 0.3572, 6.2363], [-7.5004, -1.6853, 7.6115], [3.1754, 2.9624, -1.7511], [3.0168, 1.7880, -2.4764], [2.9092, 0.5771, -1.8147], [2.9564, 0.5588, -0.4287], [3.1199, 1.7193, 0.3063], [3.2308, 2.9274, -0.3642], [2.8143, -0.7213, 0.2729], [2.6788, -1.7305, -0.4082], [2.8147, -0.7137, 1.4899], [3.2575, 3.9081, -2.2706], [2.9746, 1.8189, -3.5495], [2.7889, -0.3377, -2.3791], [3.1601, 1.6937, 1.3856], [3.3581, 3.8433, 0.1964], [7.7838, -2.3109, -5.3096], [8.2798, -1.5821, -4.2355], [7.6351, -0.4279, -3.8232], [6.4945, -0.0210, -4.4944], [5.9913, -0.7324, -5.5696], [6.6436, -1.8847, -5.9774], [5.7963, 1.1910, -4.0466], [6.2687, 1.8085, -3.1104], [4.7736, 1.5116, -4.6342], [8.2885, -3.2144, -5.6273], [9.1693, -1.9153, -3.7182], [8.0215, 0.1392, -2.9889], [5.1045, -0.4014, -6.0905], [6.2631, -2.4501, -6.8151], [11.6354, 1.1921, -7.9412], [10.7125, 2.2275, -7.8752], [9.3618, 1.9646, -8.0352], [8.9535, 0.6612, -8.2562], [9.8611, -0.3805, -8.3311], [11.2103, -0.1094, -8.1727], [7.5202, 0.3746, -8.4023], [6.7435, 1.3114, -8.3453], [7.1875, -0.7881, -8.5584], [12.6895, 1.4001, -7.8111], [11.0460, 3.2405, -7.6965], [8.6441, 2.7703, -7.9842], [9.5303, -1.3934, -8.5089], [11.9312, -0.9137, -8.2270], [-0.7082, 5.3039, 9.8232], [-0.9422, 4.1972, 9.0179], [-1.1004, 2.9448, 9.5885], [-1.0260, 2.8193, 10.9644], [-0.7871, 3.9109, 11.7797], [-0.6268, 5.1598, 11.2016], [-1.2190, 1.4949, 11.5760], [-1.4099, 0.5497, 10.8290], [-1.1841, 1.4224, 12.7899], [-0.5903, 6.2820, 9.3751], [-1.0046, 4.3113, 7.9442], [-1.2828, 2.0837, 8.9622], [-0.7273, 3.7995, 12.8525], [-0.4421, 6.0225, 11.8270], [4.1126, -4.1968, 3.0953], [4.4524, -5.2701, 2.2823], [4.4163, -6.5607, 2.7858], [4.0348, -6.7579, 4.1006], [3.7005, -5.6990, 4.9253], [3.7413, -4.4103, 4.4161], [3.9721, -8.1301, 4.6313], [4.2904, -9.0373, 3.8838], [3.6014, -8.2721, 5.7819], [4.1356, -3.1898, 2.6954], [4.7431, -5.1009, 1.2539], [4.6807, -7.3963, 2.1542], [3.4089, -5.8665, 5.9519], [3.4798, -3.5725, 5.0486]],
  "lowdin_charge": [-0.1124, -0.2499, -0.2266, -0.2220, -0.2217, -0.1878, -0.1881, -0.2092, -0.2138, -0.1897, -0.1992, -0.2228, -0.1573, -0.1229, 0.1252, -0.3497, 0.0191, -0.0346, -0.2228, -0.0881, 0.1517, -0.1323, -0.1533, -0.1823, -0.1930, -0.2259, -0.2052, -0.2139, -0.2713, -0.1068, 0.0729, 0.0670, 0.0613, 0.0972, 0.1031, 0.1021, 0.0884, 0.1174, 0.1219, 0.0881, 0.1043, 0.1056, 0.1034, 0.1066, 0.1030, 0.0968, 0.1020, 0.0916, 0.1035, 0.1069, 0.1168, 0.1149, 0.0940, 0.0873, 0.1037, 0.0859, 0.1163, 0.1143, 0.1255, 0.1192, 0.1354, 0.0957, 0.1072, 0.1065, 0.0586, 0.0337, 0.0857, 0.1709, 0.1068, 0.1287, 0.1063, 0.1051, 0.1088, 0.1027, 0.1117, 0.1069, 0.1022, 0.1082, 0.1064, 0.1080, 0.1027, 0.1073, 0.0897, 0.1054, 0.0644, 0.0761, 0.0715, -0.0660, -0.0578, -0.0021, -0.1512, -0.0095, -0.0664, -0.3452, 0.0746, 0.0647, 0.1097, 0.1111, 0.1180, 0.1165, 0.1078, -0.0431, -0.0818, -0.0152, -0.1511, 0.0038, -0.0472, -0.3278, 0.0527, 0.0783, 0.1191, 0.0871, 0.1143, 0.1214, 0.1141, -0.0612, -0.0601, -0.0029, -0.1462, -0.0097, -0.0776, -0.3257, 0.0865, 0.0420, 0.1116, 0.1102, 0.1195, 0.1220, 0.1086, -0.0655, -0.0610, -0.0016, -0.1480, -0.0052, -0.0625, -0.3364, 0.0789, 0.0539, 0.1099, 0.1105, 0.1201, 0.1191, 0.1098, -0.0689, -0.0663, -0.0096, -0.1501, -0.0019, -0.0619, -0.3500, 0.0643, 0.0815, 0.1082, 0.1069, 0.1163, 0.1208, 0.1101, -0.0800, -0.0698, -0.0035, -0.1456, -0.0006, -0.0643, -0.3488, 0.0792, 0.0821, 0.0994, 0.1077, 0.1198, 0.1212, 0.1096],
  "total_energy_ev": -105153.472,
  "gap_ha": 0.3092,
  "homo_energy_ha": -0.416,
  "fmax_ev_per_a": 1.81,
  "charge": 1
}